Entry 1:
A structure of composition CH2O3S2 in a non-equilibrium geometry, computed with ωB97M-V with the def2-TZVPD basis set.

Geometry as XYZ:
```
8
CH2O3S2, DFT ωB97M-V with the def2-TZVPD basis set
C 0.41216 -0.46604 -0.69468
O -0.25800 0.43870 -1.08165
O 0.39727 1.70205 1.36426
O -1.97315 1.30471 0.75144
S 0.11300 -2.14053 -0.99113
S -0.71090 1.92471 0.47285
H 1.21358 -0.28264 0.04861
H 0.80603 -2.48095 0.13031
```

Calculated values
* spin multiplicity: 1
* E: -28881.2357 eV
* E_HOMO: -10.5 eV
* relative energy (zero: lowest compared OMol25 entry of this formula, charge and spin): 0.212 eV
* max |F|: 2.0 eV/A

The molecule's natural (NBO) atomic charges, reported in e, are given here: number 1, C, carries 0.25; number 2, O, carries -0.57; number 3, O, carries -0.90; number 4, O, carries -0.87; number 5, S, carries 0.08; number 6, S, carries 1.70; number 7, H, carries 0.16; number 8, H, carries 0.15

=====

Entry 2:
A cluster of 2 separate species, C3H12N4O3S in total in a non-equilibrium geometry, computed with ωB97M-V with the def2-TZVPD basis set.

Geometry as XYZ:
```
23
C3H12N4O3S, DFT ωB97M-V with the def2-TZVPD basis set
C -0.22277 -0.80200 0.16045
C -3.41485 0.75301 -0.57848
C 1.26196 2.27351 0.94124
N -1.62078 -0.65368 -0.01057
N 0.56090 0.18801 0.40012
N -2.38762 -1.80695 0.14575
N 3.00925 -0.52872 -0.60948
O 0.21748 -2.09131 0.25907
O -2.18680 0.56973 0.14672
O 0.16004 1.43526 0.52589
S 4.63396 -0.31475 -0.42006
H -3.29855 1.86263 -0.84445
H -4.19830 0.58969 0.24016
H -3.44816 0.13228 -1.56668
H 1.60231 2.05582 1.98164
H 0.83977 3.38824 1.03591
H 2.08274 2.37441 0.24939
H 1.13971 -1.99090 0.47111
H -1.82484 -2.61298 0.09072
H -3.32781 -1.89007 -0.23970
H 2.72400 -1.48602 -0.79166
H 2.63118 0.12616 -1.30676
H 5.06716 -1.57135 -0.28031
```

Calculated values
* net charge: +2
* spin multiplicity: 1
* E: -26218.4092 eV
* E_HOMO (alpha / beta): -16.8 / -16.3 eV
* max |F|: 3.9 eV/A

Results of the natural (NBO) charge analysis, in e, for atoms 1 through 8: number 1, C, carries 0.55; number 2, C, carries -0.32; number 3, C, carries -0.29; number 4, N, carries 0.19; number 5, N, carries -0.16; number 6, N, carries -0.52; number 7, N, carries -0.81; number 8, O, carries -0.64

=====

Entry 3:
An isolated molecule of C6H7N in a non-equilibrium geometry, computed with ωB97M-V with the def2-TZVPD basis set.

Geometry as XYZ:
```
14
C6H7N, DFT ωB97M-V with the def2-TZVPD basis set
C -0.88814 0.92350 1.48494
C -0.21080 0.15916 0.39348
C -0.58053 -0.31472 -1.03396
C -0.00459 -1.67457 -0.72247
C 0.83748 0.04930 -1.47093
N 1.19312 0.29222 -0.02499
C 0.70841 -1.02858 0.44318
H -1.83208 0.44573 1.77075
H -1.10421 1.94970 1.17074
H -0.24542 0.96353 2.37071
H -1.48460 -0.15159 -1.61923
H 1.33125 -0.90476 -1.79520
H 1.04998 0.80265 -2.22659
H 1.23013 -1.51157 1.25957
```

Calculated values
* spin multiplicity: 1
* E: -7818.8108 eV
* E_HOMO: -8.4 eV
* relative energy (zero: lowest compared OMol25 entry of this formula, charge and spin): 6.836 eV
* max |F|: 1.2 eV/A

Results of the natural (NBO) charge analysis, in e, for atoms 1 through 8: number 1, C, carries -0.63; number 2, C, carries 0.14; number 3, C, carries -0.38; number 4, C, carries 0.14; number 5, C, carries -0.21; number 6, N, carries -0.35; number 7, C, carries -0.26; number 8, H, carries 0.23

=====

Which formula does entry 3 have? C6H7N